72
Properties=species:S:1:pos:R:3:forces:R:3 method="wB97M-V/def2-TZVPD" homo_energy_ev="-8.02 / -9.17" energy_ev=-38650.9820 homo_lumo_gap_ev="8.728 / 9.777" multiplicity=3
N 1.666 -1.833 1.969 0.153 -0.072 -0.010
C 0.578 -1.202 2.029 -0.248 0.190 0.028
C -0.609 -1.580 2.879 0.183 0.109 -0.154
O -1.811 -1.100 2.262 -0.330 -0.289 0.262
C -2.588 -0.292 3.015 0.066 0.098 -0.202
O -2.223 0.699 3.567 0.082 -0.166 0.318
O -3.864 -0.725 3.114 0.076 0.206 -0.277
N -4.262 -1.503 1.972 -0.168 -0.181 -0.018
H 1.644 -2.664 2.567 0.007 0.001 -0.024
H 0.436 -0.296 1.435 0.147 0.002 0.005
H -0.506 -1.166 3.885 0.005 0.070 -0.074
H -0.688 -2.669 2.938 -0.019 0.049 0.061
H -5.274 -1.414 1.999 0.029 0.073 0.097
H -4.053 -2.472 2.210 0.025 0.034 0.020
C -2.288 -2.020 -3.128 -0.021 -0.063 -0.052
C -1.807 -2.714 -1.841 -0.335 0.326 -0.344
C -0.377 -2.283 -1.489 0.144 -0.072 0.067
C 0.690 -2.884 -2.399 -0.070 -0.022 -0.026
C 0.559 -4.404 -2.471 0.099 0.112 0.137
C -0.844 -4.872 -2.871 -0.130 -0.128 -0.548
N -1.847 -4.210 -1.973 0.838 0.142 0.455
O -1.951 -4.802 -0.843 -0.343 -0.178 0.053
C -1.115 -4.567 -4.348 -0.057 0.081 0.004
C -0.968 -6.381 -2.700 0.043 -0.057 0.113
C -2.748 -2.307 -0.717 0.091 -0.034 0.129
H -3.014 -2.634 -3.660 -0.019 0.011 0.013
H -2.778 -1.082 -2.867 0.032 0.008 0.031
H -1.478 -1.773 -3.811 0.005 -0.042 -0.015
H -0.167 -2.582 -0.457 -0.048 -0.050 -0.027
H -0.334 -1.192 -1.515 0.003 0.009 0.016
H 0.634 -2.448 -3.400 -0.032 -0.012 -0.007
H 1.677 -2.625 -2.011 0.005 0.023 -0.011
H 1.276 -4.818 -3.185 -0.001 -0.010 -0.002
H 0.804 -4.829 -1.493 -0.079 -0.011 0.015
H -2.154 -4.781 -4.602 0.003 -0.011 -0.001
H -0.478 -5.209 -4.958 -0.003 -0.029 0.022
H -0.897 -3.542 -4.632 -0.002 0.007 0.015
H -0.705 -6.698 -1.694 -0.032 0.024 0.020
H -0.293 -6.868 -3.405 -0.008 0.014 -0.011
H -1.986 -6.713 -2.908 -0.005 0.012 -0.003
H -3.770 -2.643 -0.901 0.020 -0.024 -0.058
H -2.751 -1.221 -0.634 -0.001 -0.004 -0.026
H -2.417 -2.705 0.237 -0.048 -0.044 -0.015
C 3.337 4.307 2.714 -0.067 -0.003 0.038
C 3.022 3.719 1.326 0.274 0.022 0.539
C 3.279 4.753 0.225 -0.064 0.060 -0.184
C 2.234 5.865 0.168 -0.016 -0.054 0.069
C 0.822 5.288 0.084 0.122 0.032 -0.161
C 0.512 4.288 1.201 -0.308 0.132 0.526
N 1.598 3.253 1.237 0.139 0.472 -0.853
O 1.436 2.349 0.348 -0.126 -0.435 0.121
C 0.364 5.007 2.547 0.095 -0.019 0.048
C -0.813 3.582 0.930 -0.018 -0.071 -0.129
C 3.931 2.510 1.126 0.005 -0.059 -0.113
H 2.722 3.845 3.486 0.018 -0.018 0.003
H 4.379 4.108 2.961 0.011 0.009 -0.040
H 3.200 5.386 2.763 -0.049 -0.003 0.004
H 3.298 4.236 -0.740 -0.040 -0.057 0.033
H 4.277 5.173 0.378 0.006 -0.006 -0.001
H 2.326 6.527 1.034 -0.008 -0.025 0.025
H 2.422 6.488 -0.709 0.007 0.026 0.015
H 0.078 6.088 0.122 -0.006 0.000 0.001
H 0.699 4.786 -0.880 0.008 -0.072 0.038
H 0.269 4.285 3.359 -0.019 -0.002 -0.004
H -0.545 5.607 2.521 -0.020 -0.026 -0.018
H 1.184 5.679 2.779 0.012 -0.006 -0.009
H -0.829 3.116 -0.051 0.034 -0.019 0.003
H -1.616 4.319 0.978 0.011 0.002 0.018
H -1.006 2.813 1.680 0.008 0.016 0.021
H 3.724 1.739 1.869 -0.006 0.008 0.010
H 4.966 2.835 1.240 -0.011 0.007 0.018
H 3.813 2.073 0.139 -0.052 -0.018 0.008